1.
Here is a structure of composition C41H54FNO2PdSe from OMol25. Energies are from ωB97M-V with the def2-TZVPD basis set.

Geometry as XYZ:
```
101
Properties=species:S:1:pos:R:3:lowdin_charge:R:1
Pd -1.596 -1.308 -1.393 0.78
C 4.409 3.305 -0.455 -0.05
C 3.587 3.670 -1.699 -0.55
C 3.422 5.193 -1.728 -0.06
C 4.356 3.240 -2.955 -0.04
C 2.253 2.941 -1.662 -0.16
C 2.203 1.556 -1.518 -0.07
C 0.998 0.895 -1.577 -0.36
Se 0.956 -1.017 -1.247 1.16
C 0.933 -0.850 0.688 -0.38
C 2.159 -0.825 1.314 -0.09
C 2.251 -0.647 2.688 -0.18
C 1.052 -0.559 3.385 0.01
C -0.203 -0.602 2.804 -0.09
C -0.305 -0.704 1.378 -0.39
O -1.422 -0.673 0.751 -0.19
C -1.400 -0.538 3.752 -0.53
C -2.762 -0.561 3.062 -0.06
C -1.330 -1.758 4.687 -0.04
C -1.332 0.760 4.572 -0.04
C 3.612 -0.517 3.349 -0.56
C 4.299 0.739 2.792 -0.05
C 4.472 -1.747 3.030 -0.05
C 3.516 -0.376 4.870 -0.06
C -0.253 1.546 -1.823 -0.38
O -1.290 0.880 -2.125 -0.12
C -0.203 2.977 -1.757 -0.07
C 1.029 3.600 -1.743 0.02
C -1.442 3.865 -1.673 -0.53
C -2.752 3.085 -1.556 -0.06
C -1.299 4.721 -0.400 -0.04
C -1.520 4.762 -2.916 -0.04
H 5.340 3.868 -0.444 0.08
H 3.854 3.544 0.447 0.09
H 4.654 2.247 -0.441 0.07
H 4.401 5.666 -1.735 0.08
H 2.889 5.521 -2.617 0.08
H 2.894 5.542 -0.844 0.09
H 5.321 3.742 -2.993 0.08
H 4.526 2.167 -2.960 0.08
H 3.800 3.498 -3.853 0.09
H 3.104 0.977 -1.362 0.10
H 3.043 -0.940 0.702 0.09
H 1.088 -0.459 4.457 0.09
H -2.895 -1.467 2.480 0.07
H -3.543 -0.524 3.820 0.08
H -2.877 0.293 2.402 0.08
H -1.266 -2.673 4.102 0.08
H -0.465 -1.712 5.342 0.07
H -2.223 -1.809 5.305 0.08
H -1.405 1.617 3.907 0.09
H -2.164 0.800 5.270 0.08
H -0.409 0.844 5.137 0.07
H 4.461 0.654 1.721 0.07
H 3.681 1.616 2.971 0.09
H 5.260 0.884 3.281 0.08
H 4.631 -1.852 1.960 0.07
H 5.444 -1.654 3.512 0.08
H 3.993 -2.652 3.395 0.09
H 2.961 0.519 5.145 0.08
H 3.040 -1.246 5.318 0.09
H 4.516 -0.289 5.291 0.08
H 1.033 4.677 -1.777 0.09
H -2.702 2.361 -0.748 0.09
H -3.571 3.775 -1.356 0.08
H -2.971 2.558 -2.479 0.07
H -1.156 4.071 0.461 0.09
H -0.450 5.396 -0.457 0.07
H -2.193 5.317 -0.237 0.08
H -1.580 4.149 -3.813 0.09
H -2.409 5.387 -2.871 0.08
H -0.651 5.409 -3.002 0.07
F -4.856 -5.850 -3.192 0.06
C -4.563 -4.592 -2.795 -0.27
C -4.246 -3.635 -3.753 -0.01
C -3.948 -2.356 -3.353 -0.05
C -3.978 -1.988 -1.974 -0.35
C -3.764 -0.652 -1.563 -0.05
C -4.342 -3.003 -1.038 -0.04
C -4.614 -4.287 -1.440 -0.01
H -4.246 -3.916 -4.796 0.12
H -3.704 -1.602 -4.091 0.12
H -4.035 -0.354 -0.553 0.08
H -3.752 0.128 -2.319 0.06
H -4.424 -2.738 0.009 0.12
H -4.880 -5.060 -0.733 0.12
C -0.504 -3.465 -4.031 -0.02
C -0.867 -4.172 -2.777 -0.31
C -0.989 -5.554 -2.537 -0.01
C -1.276 -5.695 -1.190 0.00
C -1.326 -4.394 -0.654 -0.30
C -1.576 -3.954 0.741 -0.01
N -1.080 -3.493 -1.628 0.02
H -0.636 -4.120 -4.890 0.08
H 0.541 -3.144 -3.992 0.09
H -1.113 -2.562 -4.162 0.07
H -0.886 -6.329 -3.270 0.11
H -1.439 -6.603 -0.641 0.11
H -2.187 -4.679 1.273 0.09
H -2.078 -2.979 0.726 0.05
H -0.634 -3.824 1.284 0.10
```

Output
HOMO-LUMO gap (alpha / beta)	7.371 / 4.237	eV
E_tot	-4428.99834	a.u.
E_HOMO (alpha / beta)	-6.917 / -6.526	eV
energy relative to the best compared isomer or geometry (same formula, charge and spin)	62.45	kJ/mol
multiplicity	5
LUMO (alpha / beta)	0.454 / -2.289	eV
total charge	0

2.
Here is a cluster of 9 separate species, C41H54NO21 in total from OMol25. Energies are from ωB97M-V with the def2-TZVPD basis set.

Geometry as XYZ:
```
117
Properties=species:S:1:pos:R:3:lowdin_charge:R:1
C 1.893 -0.839 1.860 -0.03
N 0.870 -1.515 1.101 -0.29
C -0.315 -1.271 1.869 -0.02
C 0.656 -0.888 -0.276 0.03
C 1.242 -3.021 1.142 -0.05
C 0.336 -3.832 0.222 -0.22
O 0.632 -5.173 0.521 -0.03
H 1.876 0.164 1.912 0.05
H 2.823 -0.763 1.242 0.13
H 2.121 -1.513 2.814 0.16
H -1.343 -1.746 1.541 0.15
H -0.600 -0.268 1.875 0.09
H -0.119 -1.465 2.745 0.01
H 0.381 0.226 -0.339 0.13
H -0.091 -1.326 -0.872 0.06
H 1.514 -0.950 -0.965 0.11
H 1.221 -3.442 2.218 0.18
H 2.185 -3.453 0.874 0.13
H 0.437 -3.883 -0.769 0.09
H -0.735 -3.713 0.543 0.12
H 0.137 -5.795 0.101 -0.02
C 2.371 3.450 -0.393 0.08
C 3.787 2.777 -0.353 -0.20
C 4.934 3.708 -0.505 -0.41
O 6.091 3.316 -0.522 0.11
C 4.696 5.109 -0.331 0.08
C 3.286 5.681 -0.254 -0.09
C 2.064 4.844 -0.399 -0.46
O 0.969 5.313 -0.571 0.13
O 2.953 7.070 -0.309 0.03
O 3.989 1.515 -0.389 0.15
H 1.425 2.745 -0.373 0.15
H 5.618 5.693 -0.309 0.12
H 3.894 7.529 -0.280 0.17
H 4.793 1.352 -0.823 0.11
C -0.248 3.888 3.332 0.08
C 0.041 5.405 3.283 -0.11
C 1.520 5.776 3.421 -0.35
O 1.961 6.915 3.539 0.11
C 2.483 4.709 3.371 0.09
C 2.161 3.235 3.430 -0.12
C 0.737 2.943 3.446 -0.35
O 0.274 1.725 3.438 0.01
O 3.108 2.229 3.327 0.11
O -0.821 6.386 3.405 0.15
H -1.263 3.855 3.315 0.08
H 3.607 4.924 3.344 0.15
H 3.982 2.353 3.392 0.05
H -0.412 7.260 3.384 0.14
C -3.612 1.814 -2.355 0.14
C -5.160 1.773 -2.612 -0.13
C -6.050 1.428 -1.575 -0.33
O -7.324 1.643 -1.741 0.06
C -5.443 0.954 -0.321 0.08
C -3.988 1.088 -0.055 -0.09
C -2.998 1.305 -1.131 -0.47
O -1.878 1.185 -0.961 0.17
O -3.360 0.870 1.229 0.01
O -5.647 2.225 -3.854 0.06
H -2.999 2.045 -3.249 0.12
H -6.110 0.797 0.504 0.11
H -4.032 0.573 1.975 0.18
H -6.612 2.418 -3.815 0.13
C 3.250 4.483 -4.185 0.10
C 1.854 5.007 -4.398 -0.11
C 0.656 4.203 -4.106 -0.43
O -0.402 4.558 -4.226 0.21
C 0.972 2.750 -3.619 0.12
C 2.351 2.178 -3.451 -0.14
C 3.531 3.120 -3.679 -0.33
O 4.719 2.779 -3.399 0.06
O 2.655 0.832 -3.391 0.11
O 1.662 6.270 -4.921 0.15
H 4.187 5.207 -4.316 0.17
H 0.058 2.126 -3.514 0.09
H 1.952 0.326 -3.297 0.01
H 0.867 6.489 -5.097 0.00
C -3.913 -4.687 -0.329 0.00
C -4.051 -3.301 0.023 -0.46
O -3.116 -2.512 0.098 0.03
C -5.444 -2.779 0.310 0.03
H -4.660 -5.202 0.123 0.05
H -3.104 -4.975 0.267 0.07
H -3.624 -4.945 -1.396 0.14
H -6.055 -3.572 0.556 0.07
H -5.763 -2.297 -0.594 0.11
H -5.602 -2.247 1.034 -0.01
C -1.654 -8.863 -2.267 -0.03
C -0.742 -8.421 -1.211 -0.46
O -0.704 -7.280 -0.765 0.05
C -0.056 -9.496 -0.415 -0.01
H -2.675 -9.090 -2.020 0.08
H -1.269 -9.910 -2.629 0.12
H -1.748 -8.339 -3.240 0.09
H -0.758 -9.829 0.397 0.12
H 0.689 -9.162 0.102 0.01
H 0.123 -10.525 -0.834 0.11
C -2.406 -2.280 -3.177 0.01
C -1.599 -1.063 -3.853 -0.51
O -0.752 -0.499 -3.212 0.04
C -2.093 -0.565 -5.094 -0.04
H -2.606 -2.840 -4.090 0.07
H -3.338 -1.978 -2.765 0.05
H -1.936 -2.728 -2.243 0.08
H -1.230 0.438 -5.266 0.18
H -3.071 -0.115 -5.193 0.08
H -1.997 -1.065 -6.073 0.09
C 3.882 -1.173 7.348 -0.01
C 2.727 -0.306 6.947 -0.53
O 2.312 0.532 7.739 0.07
C 1.929 -0.651 5.800 -0.03
H 4.476 -1.058 6.425 0.08
H 3.632 -2.140 7.537 0.05
H 4.702 -0.703 8.021 0.13
H 1.108 0.109 5.690 0.11
H 1.757 -1.615 6.037 0.06
H 2.409 -0.552 4.802 0.08
```

Output
HOMO-LUMO gap	6.288	eV
E_tot	-3228.47826	a.u.
E_HOMO	-10.494	eV
energy relative to the best compared isomer or geometry (same formula, charge and spin)	287.13	kJ/mol
multiplicity	1
LUMO	-4.206	eV
total charge	+1

3.
Here is a structure of composition C41H55N3O6S2SbSi3V from OMol25. Energies are from ωB97M-V with the def2-TZVPD basis set.

Geometry as XYZ:
```
112
Properties=species:S:1:pos:R:3:lowdin_charge:R:1
V 0.321 -0.728 -0.609 0.76
O 2.146 1.180 0.282 0.04
C 1.738 2.410 0.659 -0.25
C 2.634 3.339 1.178 -0.03
C 2.180 4.552 1.656 -0.08
C 0.827 4.860 1.616 -0.08
C -0.074 3.951 1.095 -0.02
C 0.365 2.720 0.610 -0.08
C -0.591 1.739 0.061 -0.40
O -0.202 0.836 -0.763 -0.16
N -1.839 1.843 0.437 0.08
N -2.653 0.877 -0.070 -0.19
C -3.838 1.161 -0.409 -0.92
S -4.607 2.751 -0.287 0.92
C -6.194 2.227 -1.038 -0.52
C -6.398 0.762 -0.739 -0.49
S -4.826 -0.101 -1.094 0.86
H 3.080 1.139 0.009 0.11
H 3.685 3.095 1.183 0.12
H 2.878 5.270 2.058 0.11
H 0.484 5.819 1.977 0.10
H -1.130 4.170 1.035 0.11
H -6.145 2.412 -2.109 0.07
H -6.975 2.840 -0.592 0.08
H -7.169 0.315 -1.364 0.08
H -6.632 0.598 0.312 0.08
C 7.594 3.448 -1.247 -0.05
C 6.219 3.165 -1.779 -0.24
C 5.142 3.910 -1.312 -0.07
C 3.868 3.699 -1.810 -0.09
C 3.658 2.738 -2.775 -0.02
C 4.721 1.963 -3.236 -0.22
N 4.532 1.024 -4.248 0.10
C 3.358 0.422 -4.635 -0.19
C 3.137 0.214 -6.005 -0.02
C 1.962 -0.334 -6.470 -0.08
C 0.951 -0.670 -5.579 -0.08
C 1.174 -0.532 -4.226 -0.02
C 2.387 -0.052 -3.728 -0.05
C 2.638 -0.230 -2.263 -0.51
O 3.649 0.172 -1.694 0.07
O 1.766 -0.955 -1.654 -0.15
C 6.014 2.178 -2.742 -0.17
C 7.152 1.335 -3.244 -0.04
H 7.569 4.296 -0.568 0.07
H 8.281 3.678 -2.059 0.08
H 7.993 2.591 -0.707 0.08
H 5.310 4.668 -0.558 0.10
H 3.035 4.291 -1.455 0.10
H 2.670 2.566 -3.177 0.12
H 5.281 0.966 -4.921 0.14
H 3.909 0.505 -6.706 0.11
H 1.820 -0.484 -7.531 0.10
H 0.012 -1.059 -5.941 0.09
H 0.409 -0.828 -3.515 0.10
H 6.807 0.322 -3.438 0.08
H 7.954 1.281 -2.514 0.07
H 7.568 1.751 -4.165 0.09
O -1.066 -3.731 0.256 -0.26
C 0.195 -3.442 0.207 -0.55
O 0.535 -2.235 0.049 -0.27
C 1.227 -4.445 0.269 -0.13
C 0.954 -5.812 0.132 -0.01
C 1.993 -6.717 0.057 -0.07
C 3.310 -6.284 0.156 -0.07
C 3.585 -4.935 0.343 -0.06
C 2.562 -4.016 0.371 0.01
H -0.076 -6.128 0.062 0.12
H 1.787 -7.767 -0.098 0.11
H 4.120 -6.992 0.074 0.10
H 4.605 -4.599 0.443 0.11
H 2.763 -2.955 0.463 0.13
C -5.201 -2.421 1.804 -0.22
Si -4.259 -3.291 0.370 0.44
C -4.023 -5.130 0.865 -0.19
C -5.528 -3.343 -1.077 -0.23
Sb -2.129 -1.892 -0.271 1.14
Si -1.824 -3.354 -2.723 0.54
C -2.523 -2.110 -4.043 -0.23
C -2.673 -5.092 -2.875 -0.22
C 0.046 -3.758 -2.969 -0.20
Si -1.648 -1.151 2.430 0.55
C 0.126 -0.454 2.722 -0.20
C -2.891 0.074 3.277 -0.20
C -1.699 -2.836 3.390 -0.22
H -6.215 -2.797 1.881 0.03
H -5.258 -1.351 1.635 -0.01
H -4.719 -2.576 2.763 0.00
H -4.928 -5.523 1.319 0.03
H -3.205 -5.251 1.566 0.01
H -3.800 -5.738 -0.004 0.01
H -6.304 -4.072 -0.868 0.03
H -5.052 -3.614 -2.013 -0.01
H -6.015 -2.388 -1.232 -0.03
H -3.606 -2.056 -3.963 0.01
H -2.274 -2.404 -5.057 0.01
H -2.128 -1.109 -3.865 0.01
H -3.746 -5.031 -3.015 0.00
H -2.485 -5.670 -1.976 0.00
H -2.252 -5.637 -3.715 0.02
H 0.690 -3.060 -2.432 0.00
H 0.337 -3.730 -4.017 0.03
H 0.263 -4.756 -2.591 0.02
H 0.268 0.498 2.215 0.00
H 0.889 -1.147 2.362 0.02
H 0.309 -0.280 3.781 0.03
H -2.915 1.028 2.761 0.00
H -2.581 0.254 4.301 0.02
H -3.900 -0.323 3.300 0.00
H -1.070 -3.568 2.893 0.01
H -2.696 -3.259 3.434 0.00
H -1.339 -2.721 4.408 0.02
```

Output
HOMO-LUMO gap (alpha / beta)	4.792 / 5.351	eV
E_tot	-5060.16659	a.u.
E_HOMO (alpha / beta)	-5.402 / -5.598	eV
energy relative to the best compared isomer or geometry (same formula, charge and spin)	549.09	kJ/mol
multiplicity	3
LUMO (alpha / beta)	-0.610 / -0.247	eV
total charge	0

4.
Here is a structure of composition C41H56BCl2N13O2PbS3 from OMol25. Energies are from ωB97M-V with the def2-TZVPD basis set.

Geometry as XYZ:
```
119
Properties=species:S:1:pos:R:3:lowdin_charge:R:1
Pb 2.035 1.802 0.032 1.05
C -1.573 -0.592 4.060 -0.04
C -1.184 -0.838 2.626 -0.24
C -1.285 -2.098 2.105 0.04
C -0.952 -2.299 0.765 -0.19
N -0.707 -1.291 -0.040 0.17
N -0.648 -0.045 0.436 0.01
B -0.357 1.068 -0.554 -0.71
N -0.472 0.603 -2.065 0.02
N -1.549 -0.182 -2.349 0.17
C -1.701 -0.663 -3.542 -0.23
C -0.763 -0.389 -4.571 0.04
C 0.266 0.452 -4.348 -0.26
C 1.230 0.805 -5.438 -0.08
C 0.412 1.011 -3.023 -0.63
S 1.645 2.132 -2.737 0.61
C -2.938 -1.494 -3.864 -0.54
C -2.517 -2.846 -4.462 -0.04
C -3.788 -1.735 -2.625 -0.05
C -3.780 -0.719 -4.893 -0.04
N -1.379 2.251 -0.309 -0.02
N -2.637 1.735 -0.165 0.17
C -3.643 2.515 0.064 -0.22
C -3.482 3.927 0.067 0.04
C -2.253 4.470 -0.050 -0.25
C -2.047 5.954 -0.002 -0.08
C -1.112 3.584 -0.180 -0.67
S 0.442 4.214 -0.085 0.61
C -5.005 1.888 0.338 -0.55
C -4.895 0.369 0.447 -0.05
C -5.544 2.442 1.665 -0.04
C -5.959 2.259 -0.808 -0.04
C -0.729 0.182 1.775 -0.43
S -0.251 1.753 2.379 1.04
C -0.964 -3.705 0.165 -0.52
C -0.096 -4.634 1.024 -0.04
C -0.434 -3.721 -1.274 -0.05
C -2.420 -4.204 0.177 -0.03
H -2.442 -1.204 4.305 0.09
H -1.819 0.454 4.232 0.07
H -0.770 -0.876 4.743 0.08
H -1.611 -2.921 2.731 0.13
H -0.886 -0.843 -5.550 0.12
H 1.043 0.195 -6.323 0.08
H 2.258 0.670 -5.101 0.07
H 1.133 1.860 -5.699 0.08
H -1.821 -3.369 -3.801 0.07
H -2.041 -2.735 -5.441 0.08
H -3.401 -3.475 -4.596 0.09
H -3.244 -2.314 -1.875 0.06
H -4.692 -2.281 -2.903 0.09
H -4.075 -0.790 -2.172 0.06
H -3.236 -0.560 -5.828 0.08
H -4.067 0.259 -4.496 0.09
H -4.691 -1.278 -5.124 0.09
H -4.343 4.574 0.194 0.12
H -3.007 6.471 0.010 0.08
H -1.455 6.286 -0.856 0.08
H -1.474 6.227 0.887 0.08
H -4.279 0.082 1.304 0.08
H -4.426 -0.050 -0.438 0.05
H -5.893 -0.064 0.568 0.09
H -4.862 2.207 2.487 0.09
H -6.516 1.989 1.885 0.09
H -5.681 3.527 1.633 0.08
H -5.548 1.943 -1.771 0.09
H -6.138 3.337 -0.849 0.08
H -6.924 1.764 -0.668 0.09
H 0.929 -4.258 1.091 0.09
H -0.069 -5.629 0.570 0.09
H -0.490 -4.743 2.038 0.08
H 0.653 -3.603 -1.297 0.05
H -0.871 -2.915 -1.865 0.06
H -0.678 -4.681 -1.738 0.09
H -2.801 -4.298 1.198 0.08
H -2.481 -5.186 -0.300 0.09
H -3.074 -3.515 -0.364 0.07
C 2.097 -1.049 3.844 0.00
C 2.064 0.202 2.962 -0.61
O 1.861 -0.092 1.678 -0.30
C 1.065 1.271 3.570 -0.35
C 1.911 2.504 3.759 -0.38
C 1.376 3.819 4.227 -0.03
N 3.137 2.333 3.452 0.17
N 3.380 1.003 3.164 0.00
C 4.447 0.787 2.265 -0.40
O 4.753 1.576 1.406 0.01
C 5.232 -0.477 2.437 -0.13
C 5.423 -1.056 3.687 -0.04
C 6.260 -2.157 3.825 -0.08
C 6.909 -2.679 2.714 -0.09
C 6.734 -2.090 1.466 -0.08
C 5.908 -0.986 1.332 -0.02
H 1.180 -1.618 3.667 0.07
H 2.184 -0.807 4.909 0.09
H 2.936 -1.675 3.548 0.07
H 0.584 0.936 4.486 0.10
H 0.811 3.693 5.156 0.08
H 0.697 4.250 3.481 0.06
H 2.196 4.516 4.396 0.08
H 4.932 -0.625 4.548 0.11
H 6.415 -2.597 4.802 0.10
H 7.557 -3.541 2.822 0.10
H 7.258 -2.484 0.603 0.10
H 5.769 -0.501 0.372 0.09
N 5.278 -2.669 -2.471 0.13
N 4.168 -2.004 -1.969 -0.29
N 3.015 -2.607 -1.782 0.14
C 2.312 -1.621 -1.228 -0.18
N 3.032 -0.496 -1.117 -0.03
N 4.231 -0.762 -1.595 0.09
H 4.945 -3.496 -2.939 0.09
H 5.773 -2.046 -3.092 0.10
H 1.283 -1.723 -0.912 0.08
Cl 4.567 4.884 0.799 0.51
C 5.042 4.109 -0.713 -1.04
Cl 6.800 3.909 -0.853 0.50
H 4.708 4.725 -1.533 0.02
H 4.594 3.126 -0.733 -0.05
```

Output
HOMO-LUMO gap	6.175	eV
E_tot	-4790.87928	a.u.
E_HOMO	-6.420	eV
energy relative to the best compared isomer or geometry (same formula, charge and spin)	65.90	kJ/mol
multiplicity	1
LUMO	-0.245	eV
total charge	0